{"formula": "C9H17P", "method": "ωB97M-V/def2-TZVPD", "elements": ["P", "H", "H", "H", "C", "C", "H", "C", "C", "H", "C", "H", "H", "H", "H", "H", "C", "H", "C", "H", "C", "H", "C", "H", "H", "H", "H"], "positions_angstrom": [[2.488, -0.005, 2.134], [1.769, -2.328, 2.324], [-0.412, -0.898, -1.095], [2.396, -2.045, 0.811], [-3.504, 0.882, -1.402], [-1.306, 1.480, -0.569], [-2.038, 2.200, -0.182], [1.211, 1.459, 0.104], [1.775, -1.625, 1.618], [4.550, -0.770, 3.081], [-0.150, 1.199, 0.346], [-0.902, -0.259, -2.448], [-1.877, -1.513, -1.898], [1.263, 1.826, -0.872], [-2.674, -0.084, 0.116], [-3.127, 1.283, -2.337], [4.318, -0.180, 2.260], [-0.560, 0.811, 1.323], [-2.224, 0.237, -0.839], [-0.730, 1.856, -1.512], [2.406, 1.213, 0.924], [-4.173, 0.049, -1.679], [-1.265, -0.683, -1.632], [-3.990, 1.554, -0.798], [4.709, 0.825, 2.322], [0.786, -1.519, 1.431], [4.727, -0.687, 1.409]], "charge": 0, "homo_ev": -7.43, "gap_ev": 6.89, "smiles": "CC(C)C/C=C/C#P(C)C", "multiplicity": 1, "relative_energy_ev": 3.0765, "lumo_energy_ev": -0.54}


{"formula": "C14H28N", "method": "ωB97M-V/def2-TZVPD", "elements": ["H", "H", "C", "H", "H", "H", "H", "H", "H", "H", "C", "C", "H", "H", "H", "C", "C", "H", "N", "H", "H", "C", "C", "H", "C", "H", "H", "H", "C", "H", "C", "H", "H", "C", "H", "C", "H", "H", "H", "H", "C", "H", "C"], "positions_angstrom": [[-3.463, -0.641, -1.076], [-5.221, 0.700, 0.148], [-5.297, -0.296, 0.316], [-2.736, 1.453, -0.656], [2.263, 2.041, -1.359], [2.527, -1.562, -0.867], [-1.015, -0.343, -0.857], [-6.344, -1.770, -0.808], [2.323, -0.198, 1.792], [-1.689, 2.510, -0.145], [2.806, 0.384, 0.831], [-6.244, -0.688, -1.121], [0.902, -1.101, -1.412], [-5.890, -0.839, -1.894], [1.204, -1.739, 0.277], [-0.686, 0.587, -0.682], [-3.876, -0.894, 0.015], [-3.246, -0.898, 2.036], [1.653, 0.140, -0.078], [6.484, -2.207, -0.068], [-7.121, -0.352, -0.749], [6.496, -1.050, -0.008], [-2.980, -0.547, 1.206], [0.509, 2.019, 0.578], [2.131, 1.084, -1.534], [-0.371, 1.343, -1.743], [2.867, 1.303, 0.947], [7.032, -0.867, 0.753], [-2.559, 0.841, 1.040], [0.168, 0.359, 1.174], [0.381, 0.807, 0.363], [-4.038, -2.118, -0.148], [-5.567, -0.593, 1.220], [1.578, -1.143, -0.684], [-1.763, 1.198, 1.988], [5.294, -0.548, 0.223], [-3.444, 1.336, 1.398], [3.260, 0.728, -1.635], [-1.975, -1.361, 0.880], [1.608, 0.627, -2.398], [-1.986, 1.501, -0.042], [6.680, -0.515, -0.765], [4.212, -0.019, 0.470]], "charge": 1, "homo_ev": -12.18, "gap_ev": 9.73, "multiplicity": 1, "relative_energy_ev": 14.4764, "lumo_energy_ev": -2.44}


{"formula": "C21H25FN2O3S", "method": "ωB97M-V/def2-TZVPD", "elements": ["C", "C", "H", "H", "N", "F", "C", "C", "C", "C", "H", "H", "C", "H", "H", "H", "H", "H", "H", "C", "C", "C", "H", "C", "C", "H", "H", "C", "C", "H", "C", "C", "N", "H", "O", "C", "O", "H", "C", "C", "H", "H", "H", "H", "H", "C", "H", "H", "H", "C", "O", "H", "S"], "positions_angstrom": [[2.734, 2.414, 1.534], [-2.428, -4.115, -0.014], [2.281, 0.305, 1.808], [1.444, 0.842, -0.195], [-0.825, 0.619, -0.756], [-4.494, -4.757, -0.929], [4.380, 0.613, 2.244], [-1.316, 2.518, 0.705], [-1.816, 0.283, 1.418], [-1.398, -3.191, 0.043], [-1.825, -0.779, 1.236], [4.151, 1.877, -1.603], [4.123, 1.689, -0.527], [-1.807, 4.066, 2.081], [4.577, 0.035, 3.150], [4.462, -1.283, 1.231], [-4.400, -2.584, -2.316], [-1.190, 2.180, -2.101], [3.470, 3.122, 1.922], [-3.490, -3.867, -0.869], [0.855, 2.356, -1.426], [-1.459, -2.054, -0.741], [-2.526, -0.925, -2.200], [-2.518, -1.819, -1.598], [2.858, 2.375, 0.007], [-0.550, -3.331, 0.695], [2.850, 3.407, -0.366], [-1.813, 3.001, 1.903], [-0.377, 1.513, -1.801], [4.791, -0.269, -1.088], [4.774, -0.253, 1.045], [-2.302, 2.138, 2.866], [1.668, 1.759, -0.547], [5.023, 1.495, 2.287], [0.662, -1.058, 0.491], [-3.554, -2.733, -1.664], [1.038, 3.456, -1.906], [-2.416, -5.012, 0.584], [-2.300, 0.776, 2.615], [-1.308, 1.147, 0.451], [-0.100, 0.889, -2.653], [2.597, 1.208, 3.280], [-2.681, 2.520, 3.801], [1.742, 2.808, 1.772], [-0.932, 3.217, -0.020], [4.179, 0.176, -0.299], [4.998, 2.167, -0.086], [5.865, -0.252, 0.974], [-2.682, 0.088, 3.353], [2.921, 1.073, 2.245], [0.613, -1.051, -1.957], [3.182, -0.249, -0.410], [-0.092, -0.895, -0.722]], "charge": 0, "homo_ev": -8.82, "gap_ev": 9.19, "smiles": "O=C(CN(c1ccccc1)S(=O)(=O)c1ccc(F)cc1)NC1CCCCCC1", "multiplicity": 1, "relative_energy_ev": 0.4969, "lumo_energy_ev": 0.37}


{"formula": "BrIO6PPbV", "method": "ωB97M-V/def2-TZVPD", "elements": ["O", "O", "O", "O", "O", "P", "O", "Br", "I", "Pb", "V"], "positions_angstrom": [[0.910, 4.810, -13.452], [1.807, 3.615, -9.051], [3.185, 4.817, -12.801], [1.808, 3.066, -11.895], [1.147, 5.412, -11.106], [1.754, 4.506, -12.238], [1.089, 1.157, -8.457], [3.802, 1.035, -10.224], [-1.437, 1.414, -10.741], [2.307, 5.537, -9.176], [1.225, 2.187, -9.671]], "charge": -2, "homo_ev": 0.01, "gap_ev": 3.68, "multiplicity": 1, "lumo_energy_ev": 3.69}


{"formula": "C11H21ClN3O4Rh", "method": "ωB97M-V/def2-TZVPD", "elements": ["C", "O", "N", "H", "C", "H", "O", "C", "C", "H", "H", "H", "C", "O", "H", "H", "H", "Cl", "H", "O", "C", "C", "H", "H", "N", "C", "C", "N", "H", "H", "H", "H", "H", "H", "H", "Rh", "H", "H", "H", "C", "C"], "positions_angstrom": [[0.442, 1.681, -0.720], [-3.207, 0.959, 1.516], [3.558, 0.814, -1.628], [3.577, 1.451, -0.828], [-2.092, -2.836, 1.064], [1.416, 1.921, -2.655], [-2.007, 2.983, 1.758], [1.295, 1.438, 0.523], [1.747, -0.014, 0.734], [0.769, -0.344, 2.510], [2.678, -1.571, -0.481], [-1.470, 1.879, -0.038], [1.928, -0.784, -0.583], [-1.171, 0.949, 2.634], [2.704, 0.007, 1.266], [0.986, -1.285, -0.824], [-3.793, -0.858, -1.021], [-2.410, 1.800, 2.433], [4.317, 0.138, -1.506], [-3.054, 2.009, 3.654], [2.209, 0.104, -1.781], [-1.265, -2.829, -0.090], [-4.063, -1.849, 1.455], [-1.505, -1.813, -2.057], [0.776, -0.753, 1.576], [1.082, 1.110, -2.005], [-1.876, -2.006, -1.062], [-0.931, 1.148, -0.507], [2.170, 2.096, 0.478], [-0.349, -3.387, -0.214], [1.082, -1.715, 1.695], [0.329, 0.578, -2.590], [-1.403, 1.011, -1.397], [2.350, -0.500, -2.676], [-1.921, -3.403, 1.967], [-1.470, -0.528, 1.034], [0.354, 2.760, -0.851], [0.757, 1.791, 1.405], [3.773, 1.366, -2.463], [-3.086, -1.502, -0.522], [-3.226, -2.019, 0.796]], "charge": 2, "homo_ev": [-14.93, -16.61], "gap_ev": [8.74, 8.23], "multiplicity": 5, "relative_energy_ev": 0.3343, "s2": 6.013, "lumo_energy_ev": [-6.19, -8.38]}


{"formula": "C5H4", "method": "ωB97M-V/def2-TZVPD", "elements": ["C", "H", "C", "C", "C", "C", "H", "H", "H"], "positions_angstrom": [[-0.472, -0.308, 0.636], [-1.682, -1.766, -0.523], [1.632, 1.472, 0.872], [2.342, 2.308, 0.324], [0.903, 0.554, 1.566], [-0.801, -1.433, -0.139], [0.049, -2.137, -0.391], [3.143, 2.792, -0.257], [-1.254, 0.252, 1.048]], "charge": 0, "homo_ev": [-8.61, -8.56], "gap_ev": [7.03, 7.04], "multiplicity": 1, "relative_energy_ev": 4.6878, "lumo_energy_ev": [-1.58, -1.52]}